1.
Entry from the Open Molecules 2025 dataset: 2 unconnected molecules or ions with the total composition C5H15NOS (ωB97M-V with the def2-TZVPD basis set).

Each line ends with the natural charge from an NBO analysis.
Positions of all 23 atoms, in Å:
C  -1.544664  -2.428434  0.374825  -0.635
C  -0.659138  -1.840936  -0.731731  -0.218
N  0.006460  -0.581974  -0.360878  -0.680
C  -0.263425  0.625655  -1.146591  -0.229
C  -0.457557  1.894001  -0.366897  -0.444
C  0.574149  2.612398  0.453606  -0.472
S  1.419648  1.593226  1.782742  -0.076
H  -1.036988  -3.015117  1.135860  0.218
H  -2.256209  -1.700671  0.787508  0.205
H  -2.271697  -3.122392  -0.053050  0.213
H  -1.157620  -1.771395  -1.688100  0.197
H  0.234741  -2.489890  -0.733630  0.188
H  0.064377  -0.368186  0.622986  0.378
H  -0.953289  0.526687  -1.990335  0.204
H  0.550811  0.658146  -1.919649  0.175
H  -0.914710  2.644875  -1.018044  0.227
H  -1.305618  1.641909  0.304902  0.199
H  1.421794  2.970710  -0.151953  0.218
H  0.297939  3.495140  1.013283  0.228
H  0.265073  1.400397  2.364979  0.112
O  2.920192  -1.152084  0.582910  -0.957
H  2.260628  -1.346925  -0.083508  0.478
H  2.805103  -0.245140  0.820767  0.471

Forces on atoms 1 to 3 (eV/Å):
-1.57 0.01 -0.72
1.79 -0.32 2.15
-0.94 1.01 -0.63

- SMILES string: CCNCCCS.O
- 2S+1: 1
- Lowest unoccupied orbital energy: 0.71 eV
- E: -727.6266 hartree
- HOMO energy: -8.33 eV

2.
Entry from the Open Molecules 2025 dataset: 9 unconnected molecules or ions with the total composition C32H44BN8 (ωB97M-V with the def2-TZVPD basis set).

Each line ends with the Mulliken charge.
Positions of all 85 atoms, in Å:
B  -16.465832  7.019665  -6.429399  3.200
H  -15.884693  6.690018  -5.512098  -0.769
H  -15.964373  7.836794  -7.176008  -0.635
H  -16.706496  6.013371  -7.157268  -0.716
H  -17.569972  7.336827  -5.867120  -0.574
N  -19.686804  6.919199  -8.033114  0.110
C  -20.881542  7.279362  -7.408322  -0.453
C  -21.930955  7.407858  -8.503708  -0.710
C  -21.162740  7.232045  -9.746496  -0.355
C  -19.772252  6.936112  -9.413139  -0.454
H  -18.785221  6.735379  -7.481512  -0.019
H  -21.002842  7.294717  -6.364165  0.451
H  -22.881940  7.768647  -8.426417  0.452
H  -21.777558  7.402455  -10.833149  0.157
H  -19.019674  6.893113  -10.107677  0.513
N  -14.241853  4.868587  -6.626031  0.709
C  -13.195329  4.697480  -7.402429  0.097
C  -12.418957  3.403989  -7.092658  -0.713
C  -13.029232  2.961669  -5.797766  -0.532
C  -14.168802  4.061786  -5.488627  -0.516
H  -15.127535  5.615747  -6.695621  -0.582
H  -13.079842  5.519870  -8.257707  0.045
H  -11.466469  2.901139  -7.579315  0.262
H  -12.528583  2.146613  -5.158230  0.286
H  -14.689300  4.131563  -4.586400  0.358
N  -18.815493  5.496265  -2.632784  0.110
C  -18.886505  4.695989  -3.817223  -0.650
C  -20.167768  3.856835  -3.891702  -0.629
C  -20.869125  4.124791  -2.596735  -0.931
C  -19.947860  5.216721  -1.903139  -0.627
H  -18.055010  6.206165  -2.421813  0.323
H  -18.169095  4.765332  -4.603371  0.505
H  -20.433363  3.278054  -4.713234  0.518
H  -21.618395  3.643546  -2.238303  0.555
H  -20.148728  5.721396  -1.128825  0.606
N  -15.141239  8.382484  -11.389479  0.083
C  -14.283470  7.723381  -12.208115  -0.518
C  -14.147576  6.304333  -11.764801  -0.674
C  -15.140344  6.306825  -10.671278  -0.090
C  -15.809674  7.601003  -10.566385  -0.752
H  -15.431712  9.342347  -11.456685  0.230
H  -13.897062  8.372835  -12.955605  0.511
H  -13.537561  5.561619  -12.121373  0.534
H  -15.635511  5.293378  -10.267491  0.276
H  -16.637335  7.867987  -9.971744  0.402
N  -13.031361  8.312999  -9.195854  0.275
C  -12.147018  9.131741  -9.867023  -0.176
C  -11.188812  9.789026  -8.764718  -0.930
C  -11.660111  9.151319  -7.451354  -0.489
C  -12.774707  8.113406  -7.744097  -0.823
H  -13.701313  7.741589  -9.714218  0.221
H  -12.099761  9.471954  -10.823918  0.454
H  -10.465051  10.624344  -8.851027  0.472
H  -11.086499  9.089263  -6.502437  0.383
H  -13.246612  7.584142  -7.051522  0.558
N  -16.546661  7.447849  -3.011776  -0.120
C  -16.896448  8.444957  -2.191038  -0.213
C  -16.404066  8.312589  -0.712731  -0.916
C  -15.579460  7.033259  -0.831299  -0.384
C  -15.772157  6.420588  -2.308660  -0.240
H  -16.947114  7.286395  -3.869209  0.202
H  -17.605730  9.173104  -2.502079  0.436
H  -16.521843  9.084328  -0.103025  0.545
H  -14.810466  6.616101  -0.049436  0.279
H  -15.253418  5.748815  -2.850804  0.173
N  -14.030325  11.194061  -8.119282  -0.022
C  -15.280211  11.292884  -7.663739  -0.373
C  -15.560242  12.826311  -7.453323  -0.644
C  -14.278916  13.462462  -7.867519  -0.422
C  -13.384713  12.378318  -8.367920  -0.610
H  -13.498718  10.249301  -8.119026  0.511
H  -15.939177  10.479206  -7.313189  0.416
H  -16.514478  13.522375  -7.252358  0.227
H  -14.034851  14.468421  -7.843742  0.451
H  -12.421222  12.396771  -8.662871  0.413
N  -16.087876  2.553076  -7.908292  0.137
C  -16.034648  1.241985  -8.397837  -0.209
C  -17.323345  0.850087  -9.071079  -0.783
C  -18.284390  2.010690  -8.833637  -0.779
C  -17.429356  3.056602  -8.058451  -0.406
H  -15.407611  3.034757  -7.420853  0.439
H  -14.870025  0.670262  -8.306261  0.202
H  -17.498404  -0.032682  -9.492761  0.519
H  -19.310438  2.055453  -9.042701  0.451
H  -17.577551  4.035883  -7.585022  0.380

Forces on atoms 1 to 3 (eV/Å):
-2.35 0.04 -1.35
1.66 -0.56 1.41
0.01 0.23 0.35

- 2S+1: 1
- Lowest unoccupied orbital energy: 2.46 eV
- Total charge: -1
- E: -1708.0026 hartree
- HOMO energy: -5.29 eV

3.
Entry from the Open Molecules 2025 dataset: C15H24O4 in the gas phase (ωB97M-V with the def2-TZVPD basis set).

Each line ends with the natural charge from an NBO analysis.
Positions of all 43 atoms, in Å:
C  5.089770  1.591756  2.234697  -0.720
C  4.023284  2.668081  2.083145  0.601
O  4.358880  3.854688  1.958378  -0.555
C  2.556447  2.284014  2.078902  -0.508
C  2.217693  1.712427  0.677956  -0.384
C  0.697944  1.817483  0.273424  -0.238
C  -0.126161  1.050675  1.214833  -0.432
C  -0.545389  -0.246990  0.493779  0.148
O  -0.620087  0.125978  -0.931946  -0.536
C  0.259114  1.244147  -1.116369  0.287
C  -0.554230  2.360406  -1.814504  -0.624
C  1.397328  0.716842  -1.990812  -0.639
C  0.432880  -1.441091  0.733837  0.613
O  1.655502  -1.440052  0.823099  -0.540
C  -0.306752  -2.789048  0.871225  -0.522
C  -1.771851  -2.371835  0.690748  -0.425
C  -1.871812  -0.838374  1.044141  0.258
C  -3.062540  -0.125314  0.444944  -0.636
O  -1.892356  -0.689557  2.465637  -0.738
H  6.106768  1.896809  2.026505  0.238
H  4.851093  0.717291  1.570177  0.228
H  5.039959  1.235047  3.267172  0.233
H  1.974790  3.177707  2.272866  0.228
H  2.375792  1.581111  2.909914  0.215
H  2.672931  0.759393  0.542275  0.232
H  2.732126  2.364772  -0.015603  0.202
H  0.452355  2.878883  0.349878  0.215
H  0.384815  0.791982  2.166361  0.238
H  -1.047833  1.630014  1.460472  0.225
H  -1.419978  2.649160  -1.191134  0.212
H  0.045667  3.220432  -2.103713  0.216
H  -0.912974  1.919245  -2.759449  0.211
H  1.782577  -0.230649  -1.575093  0.229
H  0.969588  0.430746  -2.955409  0.214
H  2.187979  1.447944  -2.126156  0.212
H  0.026397  -3.505383  0.112394  0.241
H  -0.170721  -3.214239  1.860373  0.238
H  -2.098696  -2.562401  -0.342132  0.217
H  -2.397375  -2.965555  1.335876  0.207
H  -4.041025  -0.504035  0.809795  0.211
H  -3.039075  0.972204  0.638082  0.217
H  -3.071903  -0.240926  -0.626740  0.231
H  -2.586311  -1.179178  2.892788  0.480

Forces on atoms 1 to 3 (eV/Å):
-0.98 -1.06 -0.48
1.24 2.28 -0.20
-0.67 -2.03 0.19

- SMILES string: CC(=O)CC[C@@H]1C[C@@]2(OC1(C)C)C(=O)CC[C@@]2(C)O
- 2S+1: 1
- Lowest unoccupied orbital energy: 0.60 eV
- E: -886.9078 hartree
- HOMO energy: -9.29 eV

4.
Entry from the Open Molecules 2025 dataset: 10 unconnected molecules or ions with the total composition C50H80N10O15 (ωB97M-V with the def2-TZVPD basis set).

Each line ends with the Mulliken charge.
Positions of all 155 atoms, in Å:
O  -5.565595  26.600535  33.990985  -0.536
N  -6.233793  27.036492  34.964821  0.860
O  -7.084396  27.912150  34.813308  -0.547
C  -5.899516  26.553287  36.304028  0.171
C  -6.089224  27.294361  37.492257  -0.228
C  -5.640063  26.841000  38.736211  -0.404
C  -4.902179  25.633193  38.851966  -0.468
C  -4.744126  24.866473  37.614059  -0.393
C  -5.111522  25.355887  36.402852  -0.322
H  -6.746590  28.145932  37.396911  0.379
H  -5.709472  27.567531  39.532291  0.354
H  -4.542846  25.275157  39.805424  0.422
H  -4.241566  23.910528  37.617595  0.348
H  -4.970667  24.727999  35.535491  0.366
O  11.969813  23.345959  39.883625  -0.558
N  12.334085  22.774330  38.873796  0.911
O  11.906478  21.653062  38.511643  -0.558
C  13.242363  23.423981  37.919516  0.239
C  14.044783  24.593258  38.176822  -0.548
C  14.804208  25.127206  37.102156  -0.287
C  14.827869  24.609469  35.851509  -0.444
C  14.005769  23.481319  35.607464  -0.379
C  13.357742  22.855307  36.655052  -0.168
H  14.069632  24.995780  39.178692  0.399
H  15.412838  26.019288  37.089512  0.311
H  15.327202  25.089985  35.023153  0.368
H  13.860996  23.199152  34.575078  0.349
H  12.796723  22.034980  36.232309  0.363
O  3.804336  19.070935  30.699560  -0.577
N  3.426497  20.171046  30.569451  0.932
O  3.747101  20.859403  29.676491  -0.549
C  2.484378  20.914894  31.619388  0.140
C  2.414710  20.567333  32.929438  -0.131
C  1.574229  21.159560  33.795088  -0.759
C  0.936978  22.280757  33.402197  -0.072
C  0.978129  22.766779  32.108722  -0.738
C  1.729944  22.011471  31.202260  -0.121
H  3.020049  19.718077  33.210010  0.369
H  1.498830  20.863444  34.830955  0.417
H  0.375748  22.835398  34.139628  0.337
H  0.403627  23.659474  31.910130  0.383
H  1.698974  22.287048  30.158471  0.371
O  13.791245  18.316850  45.641558  -0.573
N  13.191715  18.983627  44.832901  0.998
O  13.163389  18.831857  43.661373  -0.593
C  12.206444  19.961642  45.418661  0.185
C  12.252347  20.367946  46.800736  -0.429
C  11.256747  21.252131  47.254612  -0.432
C  10.311798  21.774695  46.308757  -0.369
C  10.368656  21.418497  44.953876  -0.579
C  11.240607  20.464767  44.554070  -0.175
H  12.954164  20.099017  47.576325  0.382
H  11.411169  21.707769  48.221533  0.353
H  9.644098  22.473537  46.790611  0.373
H  9.750164  21.896147  44.208410  0.409
H  11.192294  20.100006  43.538678  0.450
O  -1.760826  25.104332  43.924400  -0.556
N  -0.735911  24.833070  44.571266  0.921
O  0.417003  25.251289  44.293071  -0.561
C  -0.861249  23.804062  45.696889  0.132
C  0.330627  23.188812  46.240816  -0.227
C  0.297067  22.234735  47.227471  -0.632
C  -0.979954  22.057753  47.797463  -0.242
C  -2.130605  22.785442  47.430541  -0.755
C  -2.096014  23.588106  46.292190  -0.163
H  1.240082  23.487785  45.740914  0.423
H  1.197777  21.758027  47.585054  0.470
H  -0.943516  21.431119  48.676325  0.347
H  -3.107277  22.531177  47.815056  0.356
H  -2.999015  23.992353  45.859096  0.487
C  -6.507438  18.212460  45.992947  -0.557
O  -7.556374  18.774611  45.171233  -0.412
C  -7.131710  19.135377  43.792864  -0.707
C  -6.288941  20.353577  43.601568  0.325
C  -4.760532  20.141819  43.733780  -1.357
N  -6.640479  21.453710  44.425040  -0.724
H  -6.979294  17.704929  46.834286  0.228
H  -5.933258  19.098744  46.263000  0.190
H  -5.838451  17.518178  45.484486  0.276
H  -6.575683  18.252874  43.476454  0.334
H  -7.923278  19.223281  43.048692  0.426
H  -6.532468  20.709449  42.600495  0.447
H  -4.468223  19.293732  43.114588  0.368
H  -4.545753  19.734618  44.721792  0.199
H  -4.105521  20.891224  43.289438  0.359
H  -6.732972  21.140677  45.380846  0.304
H  -7.607399  21.353019  44.151133  0.305
C  11.126413  12.652772  35.800803  -0.721
O  10.191626  13.374804  35.009264  -0.319
C  10.317402  14.802124  35.072795  -0.901
C  9.999958  15.534132  36.415913  0.699
C  8.564427  15.663503  36.753198  -1.298
N  10.667289  16.797734  36.156998  -0.639
H  12.172426  12.840390  35.558431  0.313
H  11.024729  11.615607  35.481368  0.254
H  10.963837  12.847412  36.860893  0.267
H  11.274047  15.086334  34.634437  0.438
H  9.556677  15.221606  34.414452  0.328
H  10.440262  14.968789  37.237268  0.213
H  8.480193  16.216526  37.688699  0.338
H  8.206302  14.639289  36.857266  0.302
H  7.963446  16.156455  35.989055  0.307
H  11.304571  16.649651  35.387560  0.199
H  11.153511  17.247215  36.919661  0.219
C  1.193067  22.292764  40.420398  -0.841
O  2.277420  21.587990  39.805042  -0.232
C  3.524634  21.479157  40.371300  -0.723
C  4.516299  20.636442  39.482204  0.615
C  4.142018  19.227146  39.221392  -1.406
N  5.844220  20.573519  40.136436  -0.702
H  1.380429  23.360953  40.310982  0.341
H  0.969874  22.053856  41.460222  0.282
H  0.345852  22.260993  39.735323  0.274
H  3.903178  22.488097  40.535137  0.318
H  3.493854  21.084597  41.386923  0.365
H  4.519809  21.115164  38.502967  0.211
H  4.078391  18.665019  40.153093  0.319
H  4.594559  18.688304  38.388937  0.337
H  3.088032  19.121863  38.964259  0.332
H  6.493653  20.508063  39.365677  0.270
H  6.081505  21.454454  40.569721  0.243
C  3.105342  18.208756  45.254738  -0.852
O  4.147240  18.506531  46.117873  -0.362
C  4.496675  17.379913  46.895132  -0.764
C  5.756276  16.702909  46.257613  0.331
C  6.082280  15.418576  47.101359  -1.355
N  6.928871  17.588847  46.194223  -0.716
H  2.654811  19.085621  44.789727  0.337
H  2.180095  17.750070  45.603468  0.359
H  3.337650  17.739783  44.298589  0.317
H  4.550792  17.690763  47.938466  0.377
H  3.765976  16.606384  46.658850  0.409
H  5.491493  16.389417  45.247805  0.320
H  7.081376  15.025068  46.914116  0.396
H  5.429830  14.616635  46.755987  0.349
H  5.989774  15.731808  48.141276  0.288
H  6.729321  18.332985  45.541119  0.301
H  6.958219  18.085546  47.073154  0.262
C  -0.685155  16.948126  40.595315  -0.743
O  -1.656108  16.229418  41.387679  -0.280
C  -2.257010  15.076937  40.895240  -0.831
C  -1.825709  13.813836  41.700609  0.513
C  -0.344050  13.496763  41.656226  -1.416
N  -2.428849  12.662074  41.160990  -0.717
H  -0.442515  17.840227  41.172709  0.249
H  -1.165710  17.377640  39.716285  0.337
H  0.226470  16.373426  40.431748  0.275
H  -3.336779  15.200022  40.979121  0.319
H  -2.001103  14.993597  39.838987  0.410
H  -2.166039  13.859742  42.735098  0.284
H  0.208280  13.594303  40.721605  0.304
H  -0.009304  12.625177  42.218711  0.399
H  0.065010  14.220231  42.361455  0.355
H  -3.434542  12.725740  41.093002  0.254
H  -2.138301  12.698984  40.194394  0.286

Forces on atoms 1 to 3 (eV/Å):
-1.21 0.32 2.28
0.49 0.84 -2.43
0.64 -1.02 0.89

- SMILES string: O=[N+]([O-])c1ccccc1.O=[N+]([O-])c1ccccc1.O=[N+]([O-])c1ccccc1.O=[N+]([O-])c1ccccc1.O=[N+]([O-])c1ccccc1.COC[C@H](C)N.COC[C@H](C)N.COC[C@H](C)N.COC[C@H](C)N.COC[C@H](C)N
- 2S+1: 1
- Lowest unoccupied orbital energy: -0.87 eV
- E: -3628.5138 hartree
- HOMO energy: -9.14 eV

> Which of these has the lowest HOMO energy?

C15H24O4

> HOMO energy of number 4 (C50H80N10O15)?

-9.14 eV

> What is the lowest unoccupied orbital energy in the fourth record?

-0.87 eV